This record from the Open Molecules 2025 dataset describes 2 unconnected molecules or ions with the total composition C6H12N2O4S at a distorted geometry. The level of theory is ωB97M-V/def2-TZVPD.

Structure (XYZ):
```
25
Properties=species:S:1:pos:R:3
C -0.090 0.339 -2.437
S -0.134 1.433 -1.096
O -0.046 2.714 -1.694
O -1.150 1.155 -0.154
C 1.465 1.203 -0.266
N 2.355 2.119 -0.171
O 2.262 3.386 -0.702
H -1.147 0.041 -2.693
H 0.479 0.678 -3.283
H 0.302 -0.694 -2.224
H 1.698 0.133 -0.017
H 1.457 3.349 -1.277
C 1.418 -0.454 2.329
C 0.245 -0.053 1.887
C -0.280 -0.941 0.835
O 0.464 -1.523 0.058
N -1.592 -1.196 1.032
C -2.090 -2.362 0.289
H 1.895 -1.340 1.861
H 1.783 0.110 3.255
H -0.467 0.594 2.333
H -2.046 -0.689 1.799
H -2.870 -2.692 0.917
H -2.531 -2.012 -0.715
H -1.377 -3.298 0.137
```

Spin multiplicity: 1
LUMO level in eV: 0.6
SMILES: CS(=O)(=O)/C=N\O.C=CC(=O)NC
Highest occupied orbital energy in eV: -9.4

***

This record from the Open Molecules 2025 dataset describes a molecular structure, C20H41CrN2O7PS2SeSi. The level of theory is ωB97M-V/def2-TZVPD.

Structure (XYZ):
```
76
Properties=species:S:1:pos:R:3
Cr -0.259 0.390 -1.837
O 0.390 -1.287 -5.478
C 0.326 -1.141 -4.274
O 0.277 0.033 -3.682
C 0.360 -2.362 -3.355
C 1.386 -2.127 -2.235
C 1.715 -3.419 -1.494
C 0.434 -3.637 -0.641
C -0.432 -2.460 -1.076
O 0.571 -1.417 -1.259
C -0.947 -2.634 -2.514
C -2.106 -1.670 -2.778
O -3.097 -2.054 -3.364
O -1.962 -0.453 -2.292
H 0.615 -3.211 -3.979
H 2.249 -1.525 -2.503
H 1.912 -4.232 -2.191
H 2.590 -3.265 -0.862
H -0.058 -4.593 -0.821
H 0.660 -3.552 0.422
H -1.175 -2.128 -0.359
H -1.326 -3.634 -2.691
N 1.524 1.368 -1.493
C 2.018 2.220 -2.605
C 1.067 3.381 -2.866
C -0.262 2.949 -3.481
N -1.073 2.187 -2.496
H 1.434 1.935 -0.651
H 2.233 0.657 -1.249
H 2.093 1.599 -3.496
H 3.013 2.595 -2.361
H 1.554 4.087 -3.543
H 0.872 3.908 -1.926
H -0.085 2.308 -4.341
H -0.811 3.835 -3.808
H -1.958 1.905 -2.911
H -1.297 2.809 -1.718
C 5.319 -2.353 2.534
Si 3.662 -1.556 2.109
C 2.378 -2.940 2.211
C 3.281 -0.360 3.517
Se 3.669 -0.609 0.111
H 5.266 -2.890 3.491
H 6.106 -1.596 2.607
H 5.608 -3.064 1.754
H 2.383 -3.426 3.198
H 2.591 -3.700 1.451
H 1.374 -2.542 2.022
H 3.558 -0.796 4.487
H 2.214 -0.112 3.543
H 3.840 0.572 3.386
C -4.066 -0.078 0.657
C -4.388 1.382 0.394
C -5.227 1.996 1.502
O -3.226 2.225 0.162
P -1.798 2.272 0.863
S -0.954 3.954 0.309
S -0.734 0.584 0.503
O -2.224 2.249 2.407
C -1.412 2.029 3.601
C -1.339 0.549 3.940
C -0.041 2.677 3.520
H -5.002 -0.633 0.764
H -3.489 -0.182 1.578
H -3.495 -0.501 -0.168
H -4.928 1.461 -0.547
H -4.769 1.818 2.476
H -6.223 1.547 1.489
H -5.325 3.074 1.357
H -1.994 2.532 4.371
H -0.634 0.034 3.288
H -2.322 0.084 3.831
H -1.011 0.428 4.975
H 0.581 2.178 2.775
H 0.452 2.599 4.491
H -0.125 3.729 3.247
```

Spin multiplicity: 2
LUMO level (spin up / spin down) in eV: 1.7 / 2.3
Net charge: -1
Highest occupied orbital energy (spin up / spin down) in eV: -4.3 / -4.3
<S²>: 0.76

***

Record-wise DFT total energy values, in eV: -28417.285; -171332.714
Record-wise energy relative to the best compared isomer or geometry (same formula, charge and spin) values, in kJ/mol: 537.47; 24.82